# 1
A molecular structure, C38H47BBrN9NaOS3, computed with ωB97M-V/def2-TZVPD.

Results
Net charge: -1
E_tot: -163274.67962 eV
HOMO: -0.15574 hartree

Atoms and positions in Å:
Br  -0.47443  -0.59592  3.91889
S  1.99376  1.93453  1.63658
S  -2.91706  0.31981  0.44806
S  0.94664  -0.61021  -2.77974
Na  0.50970  -1.66512  0.09359
O  -4.75887  -3.50901  3.67173
N  1.00584  1.84474  -1.63127
N  -0.29372  2.64877  0.38179
N  2.05020  -3.11470  1.23422
N  -1.48606  1.49591  -1.52113
N  -0.01935  3.72910  2.26862
N  -3.48246  0.89722  -2.19974
N  2.67118  1.54413  -3.02312
N  2.06535  -4.31798  0.94957
N  -1.22266  -2.30239  1.90930
C  -5.40752  0.47058  -3.66645
C  -4.72271  -1.21527  -1.98311
C  2.78615  2.82330  -2.48696
C  1.56551  0.94134  -2.47805
C  -5.75833  0.97918  -1.26401
C  1.23244  -6.49677  -1.84803
C  -1.61700  1.88459  -2.83580
C  -0.06947  -4.46985  -2.06813
C  -2.63322  0.88707  -1.12064
C  -3.21591  -3.61739  1.82169
C  1.76090  2.99594  -1.63488
C  -2.83994  1.52703  -3.26189
C  3.53340  -1.05046  3.89391
C  3.80956  -1.98602  4.87972
C  -2.02318  -3.17209  1.28560
C  -1.18498  4.19962  1.67062
C  -3.60033  -3.13323  3.06640
C  -1.61436  -1.86494  3.08325
C  4.25640  -0.31238  -3.29910
C  2.94050  0.57019  -5.27195
C  2.94407  -3.74064  3.47171
C  1.38974  -4.69883  -0.26450
C  0.30437  -5.72420  -2.54338
C  1.90432  4.79710  3.36561
C  -4.83159  0.28514  -2.26312
C  0.53310  2.77442  1.45070
C  3.51164  -3.32800  4.66584
C  -0.40456  5.27675  4.13685
C  2.96350  -1.45599  2.69566
C  0.51451  4.19400  3.57171
C  -2.78232  -2.23280  3.72958
C  2.67782  -2.79752  2.48037
C  3.64074  0.92225  -3.95888
C  1.77362  -5.97766  -0.68532
C  0.44285  -3.87476  -0.89875
C  4.75841  1.91882  -4.26452
C  -1.35067  3.52060  0.52257
C  0.54443  3.02964  4.56312
B  -0.18261  1.53597  -0.69128
H  2.59260  4.05739  2.96140
H  -0.80871  -3.92361  -2.65582
H  -6.74551  0.51204  -1.30089
H  3.71331  -4.05455  5.44374
H  4.72712  -0.03400  -2.35383
H  -3.83233  -4.32132  1.27462
H  1.52155  -7.47696  -2.20806
H  -0.46257  2.63014  4.70034
H  -0.45593  6.14789  3.48144
H  4.37550  2.83013  -4.72727
H  5.44386  1.44908  -4.97012
H  -5.36201  0.89891  -0.25417
H  0.91620  3.38260  5.52842
H  5.02025  -0.73114  -3.95806
H  -4.79921  -0.02721  -4.42327
H  -5.51370  1.52518  -3.92628
H  2.71650  -0.72800  1.93169
H  1.52162  3.83185  -1.00150
H  3.65412  0.09078  -5.94578
H  -5.86626  2.03521  -1.52327
H  -1.41288  4.90129  4.31726
H  -3.29060  1.64559  -4.22701
H  -6.40057  0.02070  -3.68480
H  -4.03022  -1.67786  -2.68932
H  5.32535  2.18048  -3.36953
H  -0.12997  -6.10821  -3.46249
H  2.56709  1.47805  -5.75229
H  -1.80781  4.94805  2.11914
H  2.28526  5.15851  4.32357
H  2.49209  -6.53657  -0.09528
H  1.18937  2.23280  4.19959
H  3.50021  -1.06934  -3.10212
H  -3.05376  -1.83147  4.69368
H  -5.23219  -4.11173  3.08920
H  2.69348  -4.77575  3.29161
H  3.73954  0.00075  4.05439
H  -1.66328  -3.51989  0.32167
H  3.58503  3.49163  -2.74107
H  -4.35893  -1.39473  -0.97332
H  2.10955  -0.10816  -5.09510
H  0.00674  5.60023  5.09355
H  -0.81044  2.35386  -3.37090
H  1.84648  5.64238  2.67576
H  -2.15054  3.56164  -0.19453
H  -5.70561  -1.67738  -2.10285
H  -0.03024  0.48984  -0.13767
H  4.24313  -1.67273  5.82205

---

# 2
A molecular structure, C38H47BDyN11SeTe, computed with ωB97M-V/def2-TZVPD.

Results
Net charge: +2
E_tot: -153945.25396 eV
HOMO (alpha / beta): -0.43501 / -0.43502 hartree
Multiplicity: 6

Atoms and positions in Å:
Dy  11.04445  20.35744  9.02902
Te  8.85371  19.56788  6.39279
Se  8.10767  21.79484  7.69700
N  6.53317  21.08628  8.27165
N  11.51664  17.72422  9.37442
N  8.93380  21.13716  9.38169
N  13.27220  13.02444  8.74547
N  13.16986  20.17290  8.25574
N  13.55580  13.31516  10.98316
N  12.70074  21.23316  11.48452
N  11.70315  20.19379  11.34290
N  11.84321  22.59159  8.14477
N  13.93092  20.96146  9.22526
N  11.98275  22.51648  9.58916
C  12.08504  20.58540  13.53650
C  14.72778  17.99965  5.59227
C  14.54270  11.12439  11.44847
C  5.52147  20.96495  11.75003
C  14.89406  9.88626  10.88653
C  11.33720  15.34976  8.92124
C  12.88894  21.48105  12.79490
C  13.60200  18.84393  6.24248
C  7.93242  21.48874  11.64747
C  15.37497  20.02745  7.78058
C  13.04716  16.20047  10.44507
C  11.40760  23.65376  10.15373
C  10.57384  18.57675  12.99766
C  9.49526  18.29410  11.97663
C  10.80123  23.30992  5.52714
C  10.20296  25.56874  6.43405
C  10.99026  16.70286  8.72866
C  10.94121  24.44127  9.13500
C  6.65183  20.89799  9.59989
C  9.90721  18.95319  14.37206
C  12.45203  15.12023  9.73313
C  14.02692  10.58727  8.67785
C  9.27368  17.74197  4.95502
C  6.78454  21.37723  12.34429
C  13.83623  11.82946  9.21419
C  11.21619  23.74444  7.90045
C  12.57452  17.47722  10.24782
C  13.11168  13.84960  9.79343
C  7.43012  18.16866  7.24820
C  15.23692  20.80407  8.94216
C  11.37044  19.72621  12.55965
C  13.02830  19.80743  5.17129
C  7.93609  21.12982  10.22738
C  11.17425  24.31017  6.52411
C  14.03819  12.06121  10.62125
C  14.08333  19.65000  7.41330
C  5.44956  20.70992  10.40974
C  14.59491  9.65274  9.56812
B  13.25104  21.91224  10.21853
H  8.62496  17.98722  4.10559
H  12.80233  18.13999  6.64274
H  8.51496  18.52106  12.44477
H  8.83400  21.78178  12.17821
H  4.55616  20.50793  9.76438
H  12.10435  20.36221  5.49375
H  10.78458  14.60342  8.33464
H  10.48349  25.43802  9.30718
H  13.26626  13.32005  7.78438
H  15.47209  18.62374  5.10984
H  11.24497  17.74049  13.17904
H  16.29672  19.77307  7.26504
H  7.26861  18.54737  8.22471
H  15.96810  21.36310  9.49348
H  14.87889  8.71361  9.05075
H  11.46605  23.78796  11.19845
H  9.42067  19.87494  14.31402
H  11.26567  22.32723  5.72802
H  10.64938  19.08953  15.18951
H  10.34343  17.89125  4.67744
H  14.25922  17.35059  4.85712
H  9.40312  17.23426  11.65206
H  12.16956  24.69964  6.36752
H  13.65706  22.14420  13.06240
H  6.57541  18.23382  6.54473
H  9.51422  18.85471  11.00236
H  6.81437  21.69827  13.41503
H  11.20656  23.54489  4.51169
H  12.97713  18.41772  10.65854
H  9.73898  23.15840  5.43973
H  14.63453  11.37141  12.52238
H  13.96046  10.29925  7.61178
H  15.26942  17.33085  6.28035
H  10.50957  26.23598  7.24972
H  14.05274  22.79511  10.51881
H  9.13556  25.30472  6.48130
H  10.37741  26.06511  5.48109
H  9.15453  16.77163  5.42857
H  10.34611  16.97838  7.92600
H  13.89574  16.00029  11.09161
H  7.82603  17.13716  7.25090
H  4.68732  20.83176  12.42712
H  13.73922  20.62611  4.81281
H  11.90165  20.65343  14.60380
H  12.66505  19.11793  4.36212
H  15.34159  9.13752  11.53484
H  9.19321  18.16106  14.76195

---

# 3
16 unconnected molecules or ions with the total composition C38H47Cl45INO6S, computed with ωB97M-V/def2-TZVPD.

Results
E_tot: -636385.85041 eV
HOMO: -0.32011 hartree

Atoms and positions in Å:
I  2.49991  -0.02087  -6.46225
Cl  5.44223  -1.24700  3.48685
Cl  -3.31976  -1.98664  2.06457
Cl  8.28510  -3.96008  3.44520
Cl  3.13673  -1.41009  9.52825
Cl  -5.54533  -7.33453  -10.37839
Cl  -8.82098  -4.97014  3.63787
Cl  0.09401  4.57390  9.48118
Cl  2.64086  3.17712  9.48856
Cl  -3.47918  -3.20767  -12.45440
Cl  10.18613  -8.58174  4.98286
Cl  2.14348  -2.96507  -9.07913
Cl  -7.92071  0.95948  -0.64030
Cl  -1.48044  4.04629  6.33455
Cl  3.03337  -1.51899  5.08635
Cl  9.47911  -5.06251  5.85365
Cl  -6.30589  -4.55949  -9.96629
Cl  -2.95074  3.50331  3.89420
Cl  -5.49420  8.08384  4.14536
Cl  -2.15522  -2.62978  -9.93162
Cl  -7.39478  -5.38921  1.14187
Cl  8.79232  -2.59079  7.82602
Cl  1.78322  4.61645  7.11398
Cl  -8.14141  3.79233  -1.24515
Cl  1.63654  -0.88154  11.95973
Cl  -6.19722  -3.78443  3.24684
Cl  8.41848  0.27851  7.56980
Cl  10.19092  -10.25675  7.35518
Cl  -2.27012  6.23695  4.59988
Cl  -5.80293  -1.77029  0.57279
Cl  5.45233  -2.92862  5.85419
Cl  6.45030  -1.32667  8.97877
Cl  -3.06284  -0.45250  -11.63178
Cl  -4.39326  0.62615  1.38188
Cl  2.39579  -4.64042  -6.72298
Cl  5.38916  3.54244  1.60074
Cl  -3.98220  -5.64665  -8.60275
Cl  3.69425  5.80640  2.26643
Cl  -5.52722  2.52990  -1.13836
Cl  -4.97210  6.26984  1.93698
Cl  7.78692  -8.80214  6.61588
Cl  -5.98347  5.23381  4.45863
Cl  4.31052  0.20698  11.63889
Cl  3.29041  4.38068  -0.23235
Cl  7.13336  -6.31983  4.68937
Cl  -0.15629  -3.39976  -7.33425
S  3.44484  0.57414  1.58181
O  -1.82999  -1.40549  -5.73519
O  0.57057  2.44600  -5.12849
O  -0.37971  7.63140  2.07049
O  -2.37204  -2.20934  -2.86274
O  -0.68045  6.20782  0.41784
O  -1.70264  -3.87516  -0.68736
N  -0.43617  0.45782  -5.66155
C  -4.95593  -5.69672  -10.07462
C  -0.07829  3.96519  -1.13688
C  3.24228  -1.15214  11.27328
C  -0.44423  0.96248  -3.37970
C  -2.81723  -5.02125  -2.47479
C  -0.21084  1.47978  -2.05367
C  -1.73844  -1.05405  -2.50349
C  -0.00099  1.46802  -4.77352
C  -6.00207  6.60017  3.33274
C  0.38159  6.44098  -0.52589
C  -0.65537  1.16446  0.54360
C  -3.00594  -3.95734  -1.30028
C  -0.24039  6.50657  1.70693
C  0.62917  0.66666  1.30151
C  -2.71445  4.64712  5.22006
C  0.36649  0.14886  -6.84622
C  -1.18889  -0.26940  -3.60366
C  -4.79383  -1.03620  1.81584
C  1.97842  1.09330  0.59619
C  -1.25762  -0.56977  -5.12170
C  0.30259  5.39145  -1.71596
C  -3.44117  -2.61347  -1.99723
C  8.16451  -1.13273  8.60236
C  -7.23466  -5.16968  2.88790
C  0.61372  2.78673  -1.92316
C  9.21829  -9.64399  6.01401
C  -0.77591  0.71854  -0.93926
C  -1.50884  -0.53897  -1.16815
C  4.48103  4.91379  0.95959
C  0.38021  5.47217  2.67898
C  -0.13712  0.60414  -9.39990
C  1.31169  -4.10827  -8.01267
C  0.09280  1.24528  -7.96732
C  -7.23060  2.30861  -1.54897
C  8.62640  -5.43837  4.35168
C  -3.38864  -2.09788  -11.07882
C  1.75651  4.58064  8.88151
C  4.48872  -2.33451  4.50027
H  8.70397  -0.97774  9.53034
H  8.89066  -10.48847  5.41781
H  -1.89140  -1.08463  -0.28729
H  0.80391  0.64401  -9.99811
H  0.89913  2.01665  -7.98054
H  -0.49382  5.73682  -2.42067
H  -7.01909  6.73552  2.98147
H  3.65992  -2.04526  11.72513
H  -3.36102  -5.97280  -2.28626
H  0.76997  3.15527  -2.97342
H  0.23366  5.85526  3.71799
H  0.35611  3.94817  -0.09770
H  -4.32833  -5.40010  -10.90836
H  1.63256  2.65001  -1.49903
H  -0.88095  1.73238  -7.70195
H  1.25543  5.37024  -2.29921
H  -0.95348  1.15706  -9.92552
H  1.02641  -4.97553  -8.59816
H  1.95168  2.20843  0.53597
H  -1.73852  -5.19882  -2.70066
H  0.60728  1.02274  2.36641
H  -3.77245  -4.37656  -0.60376
H  2.24628  5.47638  9.24727
H  5.17794  5.58146  0.46476
H  -1.17810  3.87038  -1.00914
H  -0.78493  2.26534  0.69372
H  9.26545  -6.07069  3.74543
H  -0.09240  4.46211  2.64767
H  -3.26187  -4.57811  -3.40633
H  0.59833  -0.45255  1.29688
H  -3.82894  -1.82527  -1.30099
H  -4.34893  -2.10374  -10.57337
H  1.39827  6.28879  -0.07225
H  -6.77081  -6.05808  3.30215
H  -7.29882  2.07753  -2.60636
H  -0.49804  -0.44772  -9.29544
H  1.95049  0.61438  -0.41487
H  -1.52810  0.70066  1.07948
H  -4.30276  -2.88603  -2.66664
H  -5.35173  -1.02320  2.74661
H  4.47512  0.51643  0.66783
H  4.18472  -3.18345  3.89756
H  -1.76059  -3.12819  -0.07296
H  0.03144  -0.82150  -7.28330
H  -3.64830  4.74155  5.76168
H  0.34487  7.48519  -0.92590
H  1.49322  5.40815  2.54930

---

# 4
A molecular structure, C38H47GeN7P2RhSSe2, computed with ωB97M-V/def2-TZVPD.

Results
Net charge: +1
E_tot: -270226.80829 eV
HOMO: -0.34323 hartree

Atoms and positions in Å:
Rh  0.54414  -3.25251  0.65389
Se  0.32383  -3.41262  3.12845
Se  -3.68368  1.88135  2.92599
Ge  -2.15702  0.05609  -2.74499
S  1.98015  -1.84417  -3.44714
P  0.26111  -1.29274  3.34699
P  -1.71090  2.10438  2.27193
N  1.24208  -2.13899  -5.96137
N  0.25036  -3.86194  -1.38286
N  1.52839  0.06358  -5.26275
N  1.96012  -4.78010  0.57382
N  -1.55730  0.38832  0.21036
N  -0.53105  -1.47592  0.78824
N  -1.16412  -0.80147  -0.15447
C  -0.85121  1.47523  -2.96208
C  -1.38191  -1.28036  -1.50679
C  -2.06241  4.42020  -1.07800
C  3.91795  0.19890  2.41581
C  -0.49163  2.52411  3.53463
C  2.60448  -0.69600  4.69692
C  -2.79689  -1.21628  5.96654
C  -2.12448  3.35652  -0.19429
C  1.35864  3.47877  5.36445
C  -2.25640  -0.98316  -4.39902
C  0.86723  2.49886  3.23024
C  -0.48259  -0.63772  1.84102
C  -0.92599  3.04623  4.74630
C  -2.40603  -0.27622  6.91194
C  -3.93259  0.59997  -2.17893
C  4.58435  0.15436  3.63270
C  2.18007  -5.18902  -0.83668
C  1.12541  1.92640  -6.70998
C  -0.76345  5.66642  0.50764
C  1.17411  0.45149  -6.47210
C  2.59080  -0.19432  2.33734
C  -0.75470  -0.82909  4.75448
C  3.92979  -0.29838  4.77032
C  -0.37572  0.12841  5.68992
C  0.00258  3.53465  5.65585
C  1.79398  2.95553  4.15208
C  1.56324  -1.25050  -4.96277
C  0.87752  -1.78455  -7.21475
C  -1.37854  5.57726  -0.73095
C  -1.19956  0.39054  6.77553
C  -1.48159  3.42783  1.04214
C  0.82664  -5.21356  -1.51814
C  -1.97085  -1.50301  4.89568
C  -1.14865  0.54877  1.47082
C  0.54865  -2.88173  -8.17233
C  1.92448  -0.61943  3.48317
C  -0.81502  4.59999  1.39318
C  0.83090  -0.45409  -7.49963
H  2.81459  -4.40858  0.97340
H  0.54952  -0.10978  -8.48263
H  2.10866  -1.07812  5.57968
H  2.68806  -6.15208  -0.90896
H  -2.96474  -1.80766  -4.31252
H  -0.24423  6.57107  0.79435
H  0.55047  0.67530  5.57683
H  -2.56141  4.34850  -2.03561
H  -2.26058  -2.25434  4.17216
H  0.21567  2.32585  -6.25619
H  -2.68519  2.46905  -0.45609
H  -3.04808  -0.06195  7.75589
H  0.36888  -2.48276  -9.16609
H  -2.57647  -0.34844  -5.22571
H  -3.90787  1.38436  -1.42376
H  -1.27042  -1.39036  -4.63637
H  1.96952  2.40592  -6.21905
H  -3.74206  -1.73134  6.06867
H  2.85061  2.92067  3.91805
H  0.16929  -5.91209  -0.99762
H  -1.98742  3.07107  4.96027
H  1.20108  2.14157  2.26509
H  -0.40907  -1.52516  -1.93214
H  -1.33713  6.41148  -1.41845
H  -1.22463  2.23770  -3.64744
H  0.90421  -5.52783  -2.56156
H  4.45485  -0.35207  5.71429
H  -0.33771  4.69879  2.35980
H  -2.01214  -2.17083  -1.47043
H  -4.49731  0.95885  -3.03909
H  2.80751  -4.43042  -1.30790
H  4.43206  0.53399  1.52487
H  0.07026  1.05721  -3.36976
H  1.30034  -3.11596  -5.70757
H  1.11824  2.16909  -7.77002
H  2.07839  -0.17632  1.38191
H  -4.46325  -0.25432  -1.75750
H  1.36697  -3.60108  -8.22706
H  1.70735  -5.57960  1.14591
H  0.66288  -3.24162  -2.08001
H  -0.74279  -3.89414  -1.57740
H  -0.62464  1.95125  -2.00909
H  -0.33344  3.95586  6.59397
H  5.62041  0.46015  3.69231
H  -0.34749  -3.41127  -7.84413
H  -0.89876  1.12914  7.50664
H  2.08030  3.85497  6.07778